No. 1
# C3H5I2N

The molecule C3H5I2N in a non-equilibrium geometry (ωB97M-V with the def2-TZVPD basis set, the Open Molecules 2025 dataset).

Last column: Löwdin charge in e.
CARTESIAN COORDINATES (ANGSTROEM)
C1 0.442615 1.203166 -0.518278  -0.092
C2 -0.367586 -0.714825 0.735289  -0.433
C3 -0.523713 -1.073833 -0.628790  -0.621
N1 0.208678 0.513477 0.491778  -0.300
I1 -2.357424 -0.757929 -1.668720  0.781
I2 1.951618 1.006392 2.342691  0.212
H1 0.505595 0.684897 -1.503512  0.079
H2 0.726797 2.240890 -0.592163  0.084
H3 -1.302148 -0.458327 1.221584  0.116
H4 0.347209 -1.436133 1.308990  0.138
H5 0.368360 -1.207775 -1.188869  0.036

Cartesian forces (eV/Å) of the 3 atoms listed first:
C 0.60 -1.34 -2.73
C 0.35 -2.13 0.39
C -2.60 -2.61 -1.97

Maximum force   5.60 eV/A
Multiplicity   1
Molecular weight   308.89 g mol⁻¹
Kohn-Sham gap (alpha / beta)   8.11 / 6.64 eV



No. 2
# C6H9NO

The molecule C6H9NO in a non-equilibrium geometry (ωB97M-V with the def2-TZVPD basis set, the Open Molecules 2025 dataset).

Last column: Löwdin charge in e.
CARTESIAN COORDINATES (ANGSTROEM)
H1 1.710330 0.748230 1.926238  0.054
N1 2.311661 0.309971 1.226661  0.132
C1 1.716494 -0.212178 0.261897  -0.206
C2 0.222179 -0.244176 -0.026459  -0.466
C3 -0.135383 -1.258933 -1.106239  -0.043
C4 -0.252846 1.145343 -0.355819  -0.122
C5 -1.529117 1.460839 -0.539581  0.036
C6 -0.527795 -0.517285 1.312699  -0.199
O1 -0.381200 0.094363 2.333698  0.072
H2 2.327944 -0.686998 -0.501850  0.112
H3 0.236888 -2.245016 -0.835549  0.088
H4 0.300440 -0.959946 -2.057812  0.092
H5 -1.212411 -1.326517 -1.241026  0.080
H6 0.503753 1.919082 -0.335826  0.113
H7 -1.823258 2.474304 -0.753156  0.059
H8 -2.319025 0.727819 -0.563256  0.066
H9 -1.148655 -1.428900 1.255379  0.133

Cartesian forces (eV/Å) of the 3 atoms listed first:
H -0.23 -0.14 -0.19
N 0.67 0.36 0.57
C -0.29 -0.26 -0.47

Maximum force   1.28 eV/A
Multiplicity   1
Molecular weight   111.14 g mol⁻¹
Kohn-Sham gap   10.21 eV



No. 3
# C4H9NP

The ion C4H9NP with charge +1 in a non-equilibrium geometry (ωB97M-V with the def2-TZVPD basis set, the Open Molecules 2025 dataset).

Last column: Löwdin charge in e.
CARTESIAN COORDINATES (ANGSTROEM)
C1 -1.939925 1.371689 2.364039  -0.250
C2 -0.529630 -1.297529 -0.418211  -0.356
C3 0.933009 -0.963952 -0.251929  -0.111
C4 -1.151571 -0.125689 0.253135  -0.411
N1 1.846298 -0.184218 -1.084394  0.176
P1 -1.453324 -0.223057 1.983347  0.901
H1 -2.606933 1.387172 3.140823  -0.035
H2 -1.425941 2.153744 1.848065  0.005
H3 -0.854843 -1.398505 -1.570415  0.154
H4 -0.875311 -2.261928 0.155369  0.136
H5 1.193526 -1.230113 0.820782  0.133
H6 -1.442977 0.773400 -0.391745  0.097
H7 2.729687 -0.463292 -0.891618  0.105
H8 1.819215 0.935750 -0.760334  0.261
H9 1.598980 -0.188326 -2.104060  0.195

Cartesian forces (eV/Å) of the 3 atoms listed first:
C 1.85 -1.86 -1.86
C -1.21 -1.52 -2.83
C -1.39 -1.62 2.64

Maximum force   6.86 eV/A
Net charge   +1
Multiplicity   1
Molecular weight   102.10 g mol⁻¹
Kohn-Sham gap (alpha / beta)   7.13 / 7.91 eV



No. 4
# H14O7

A cluster of 7 separate species, H14O7 in total in a non-equilibrium geometry (ωB97M-V with the def2-TZVPD basis set, the Open Molecules 2025 dataset).

Last column: Löwdin charge in e.
CARTESIAN COORDINATES (ANGSTROEM)
O1 0.162619 0.555952 2.251857  -0.049
H1 -0.752381 0.505952 2.318857  -0.012
H2 0.393619 0.676952 1.287857  0.034
O2 -1.667381 1.991952 -2.717143  -0.032
H3 -2.135381 1.294952 -2.349143  -0.039
H4 -0.730381 1.819952 -2.647143  -0.025
O3 -2.238381 0.117952 -0.522143  -0.055
H5 -2.591381 -0.378048 0.222857  0.066
H6 -2.033381 0.977952 -0.058143  0.099
O4 0.880619 1.109952 -2.391143  -0.016
H7 1.517619 1.442952 -3.044143  0.101
H8 1.339619 1.513952 -1.700143  0.040
O5 3.022619 -0.539048 1.798857  -0.045
H9 3.283619 -1.218048 1.180857  0.028
H10 2.077619 -0.421048 1.747857  -0.027
O6 0.356619 -0.550048 -0.265143  -0.092
H11 -0.595381 -0.556048 -0.529143  0.019
H12 0.766619 -0.237048 -1.098143  0.025
O7 -0.154381 -2.673048 2.480857  -0.055
H13 -0.891381 -3.237048 2.418857  -0.004
H14 -0.011381 -2.199048 1.612857  0.037

Cartesian forces (eV/Å) of the 3 atoms listed first:
O 3.11 0.68 -1.31
H -2.44 -0.22 0.14
H -0.71 -0.42 1.33

Maximum force   3.44 eV/A
Multiplicity   1
Molecular weight   126.10 g mol⁻¹
Kohn-Sham gap   10.76 eV



No. 5
# C6H10N2O2

The molecule C6H10N2O2 in a non-equilibrium geometry (ωB97M-V with the def2-TZVPD basis set, the Open Molecules 2025 dataset).

Last column: Löwdin charge in e.
CARTESIAN COORDINATES (ANGSTROEM)
C1 0.934765 -1.607758 2.145481  -0.032
C2 0.261091 -1.278342 0.831770  -0.353
O1 -1.131894 -1.069568 1.048638  -0.084
C3 -1.652386 -0.211303 0.049720  -0.107
C4 -0.490045 0.672928 -0.360591  -0.309
C5 -0.557981 1.464542 -1.627729  -0.445
N1 0.473444 1.459573 -2.485073  0.117
O2 -1.626770 1.521963 -2.293530  0.000
N2 0.235723 1.202405 0.798241  0.138
C6 0.727870 -0.003279 0.153939  -0.184
H1 0.837260 -0.766751 2.845181  0.088
H2 0.479130 -2.500675 2.593701  0.085
H3 2.001395 -1.810272 1.978654  0.083
H4 0.407428 -2.105346 0.112213  0.153
H5 -1.999581 -0.785572 -0.824895  0.136
H6 -2.496883 0.345760 0.476755  0.141
H7 1.310806 1.929607 -2.165401  0.093
H8 -0.191984 1.521913 -3.449220  0.220
H9 0.802697 2.012462 0.558363  0.107
H10 1.675916 0.007715 -0.386217  0.152

Cartesian forces (eV/Å) of the 3 atoms listed first:
C 0.05 0.02 0.19
C 0.03 0.01 -0.22
O 0.05 0.00 0.15

Maximum force   5.32 eV/A
Multiplicity   1
Molecular weight   142.16 g mol⁻¹
Kohn-Sham gap   9.84 eV



No. 6
# C7H15O5S

A cluster of 2 separate species, C7H15O5S in total in a non-equilibrium geometry (ωB97M-V with the def2-TZVPD basis set, the Open Molecules 2025 dataset).

Last column: Löwdin charge in e.
CARTESIAN COORDINATES (ANGSTROEM)
C1 -2.180341 -1.644335 -0.535008  -0.113
C2 -1.848814 1.288547 -0.949664  -0.060
C3 -0.946345 1.361531 1.295734  -0.106
C4 -2.073279 -0.576664 0.528516  -0.245
C5 0.252217 -0.105550 -0.329602  -0.212
C6 3.744627 -1.888737 0.106795  -0.492
C7 -1.067160 0.471762 0.114167  -0.675
O1 2.629721 0.883456 -1.017973  -0.336
O2 1.102458 2.642421 -0.213436  -0.387
O3 1.980964 0.858632 1.377737  -0.201
O4 3.356614 -1.580460 1.173984  0.049
O5 3.639973 -1.333123 -1.055140  0.044
S1 1.445270 1.151370 -0.162920  0.715
H1 -2.766801 -2.472060 -0.292230  0.037
H2 -1.223802 -2.137809 -0.722848  0.076
H3 -2.653102 -1.281140 -1.408086  0.055
H4 -2.898931 1.368889 -0.686810  0.066
H5 -1.834402 0.802838 -1.977454  0.096
H6 -1.386448 2.261470 -0.947587  0.063
H7 -0.304552 2.312383 1.045950  0.100
H8 -1.988546 1.519893 1.544166  0.087
H9 -0.426785 0.908458 2.020913  0.031
H10 -1.710588 -1.042789 1.535732  0.153
H11 -3.020225 -0.144854 0.600706  0.073
H12 0.375992 -0.310927 -1.345596  0.030
H13 4.311680 -2.913389 0.016387  0.143
H14 2.279630 -0.035918 1.285704  -0.010
H15 3.210987 -0.363897 -1.002129  0.021

Cartesian forces (eV/Å) of the 3 atoms listed first:
C 1.12 -0.46 0.46
C 0.68 -0.72 -1.38
C -0.40 3.70 -2.16

Maximum force   4.84 eV/A
Net charge   -1
Multiplicity   1
Molecular weight   211.26 g mol⁻¹
Kohn-Sham gap   7.45 eV



No. 7
# C12H13F5MgN2O2

A structure of composition C12H13F5MgN2O2 (ωB97M-V with the def2-TZVPD basis set, the Open Molecules 2025 dataset).

Last column: Löwdin charge in e.
CARTESIAN COORDINATES (ANGSTROEM)
Mg1 0.283503 -0.078764 0.210463  0.678
C1 0.500084 -3.659760 2.649377  0.031
C2 1.159669 -2.455248 2.045011  -0.470
O1 0.497843 -1.496664 1.637961  -0.003
N1 2.500776 -2.446090 1.994330  0.102
C3 3.248067 -1.305041 1.464900  -0.082
C4 3.290850 -1.287138 -0.046537  -0.237
C5 4.388404 -1.776242 -0.735554  -0.009
C6 4.377790 -1.767185 -2.122234  -0.041
C7 3.267745 -1.271133 -2.782592  -0.033
C8 2.209911 -0.801808 -2.026764  -0.084
N2 2.215539 -0.807142 -0.687467  0.075
H1 -0.561625 -3.633013 2.427112  0.096
H2 0.636422 -3.641094 3.731903  0.098
H3 0.936559 -4.580284 2.260811  0.090
H4 2.998721 -3.278343 2.258480  0.150
H5 4.257578 -1.353040 1.862527  0.132
H6 2.787130 -0.391778 1.835351  0.110
H7 5.245315 -2.149320 -0.188879  0.117
H8 5.227160 -2.142251 -2.678850  0.115
H9 3.221574 -1.242386 -3.862960  0.115
H10 1.314421 -0.407836 -2.495578  0.118
C9 -1.342149 -1.954166 -1.996414  -0.125
C10 -1.266644 -0.686193 -1.115518  -0.429
O2 -2.248765 0.050527 -1.167855  -0.072
H11 -2.368290 -2.329877 -2.058959  0.062
H12 -0.670705 -2.743279 -1.640042  0.043
H13 -1.030592 -1.674332 -3.011257  0.060
F1 -0.606784 1.197669 1.522858  -0.131
C11 0.033970 2.435851 1.012138  -0.070
F2 0.299510 1.933270 -0.343406  -0.129
C12 1.434943 2.370935 1.682088  -0.604
F3 1.908676 3.589926 1.896144  0.144
F4 1.416501 1.728231 2.870280  0.114
F5 2.393598 1.709886 0.938210  0.066

Cartesian forces (eV/Å) of the 3 atoms listed first:
Mg -0.25 -0.04 -0.15
C 0.04 -0.02 0.01
C -0.04 0.15 -0.03

Maximum force   0.64 eV/A
Multiplicity   1
Molecular weight   336.54 g mol⁻¹
Kohn-Sham gap   6.21 eV



So what do the calculations give for energy above the lowest of the compared OMol25 structures with the same formula, charge and spin? Going down the list: 77.74, 44.15, 121.21, 50.18, 68.25, 36.54, 34.26 kcal/mol.